Computed, not measured: a cluster of 10 separate species, C21H54F3N20O11S in total, with wB97M-V/def2-TZVPD.

```
110
C21H54F3N20O11S wB97M-V/def2-TZVPD
S -0.631 0.732 -0.301
F -1.274 2.335 4.146
F -0.722 3.959 1.118
F -0.421 4.388 3.792
O -3.412 2.156 -2.586
O 2.699 1.286 -0.878
O -7.109 2.451 3.069
O 0.464 -10.703 0.262
O 6.367 0.637 -4.225
O -0.742 4.855 9.004
O -0.921 -5.639 0.022
O 6.655 5.593 -0.971
O -0.186 -1.749 -2.424
O -1.684 0.800 -2.970
O 10.050 4.138 -1.904
N 5.877 -0.879 -2.618
N -1.715 3.894 7.193
N -8.248 4.398 2.986
N 1.856 0.530 -2.839
N 9.784 2.033 -2.718
N 3.899 1.602 -2.783
N -7.504 3.559 5.011
N 5.661 5.378 1.053
N 0.370 -7.250 0.972
N -7.015 2.065 0.064
N 0.350 4.891 7.014
N -1.263 -7.812 -0.546
N -3.214 -0.194 -0.445
N 1.227 -12.319 -1.132
N 4.413 5.897 -0.813
N 7.960 3.401 -2.413
N 7.797 -1.095 -3.884
N -0.289 -0.645 -4.372
N 1.013 -2.569 -4.181
N -1.038 -11.975 -0.865
C -2.524 1.358 -2.223
C -4.643 0.025 -0.519
C -7.587 3.403 3.651
C 6.657 -0.381 -3.612
C -2.755 -1.149 0.580
C -5.377 0.348 0.795
C -1.391 3.204 2.008
C -0.766 -2.763 0.291
C -0.706 4.566 7.819
C 5.642 5.623 -0.288
C -2.406 0.998 -0.651
C -0.625 -6.815 0.142
C -6.873 0.684 0.576
C 2.800 1.145 -2.089
C -1.019 3.311 3.279
C 9.308 3.260 -2.315
C 0.233 -11.606 -0.526
C -1.968 -2.213 -0.114
C -2.847 2.290 0.085
C 0.162 -1.666 -3.579
C -2.552 2.327 1.607
H -2.378 -2.582 -1.062
H 4.365 6.077 -1.798
H -1.250 -12.712 -1.510
H -0.037 -0.531 -5.335
H 0.166 -2.206 0.166
H -4.962 1.188 1.357
H -2.187 -0.722 1.417
H 7.362 2.670 -2.757
H 1.062 -13.063 -1.781
H 4.020 1.502 -3.773
H 0.396 4.662 6.037
H 1.112 5.385 7.437
H -0.051 1.949 -0.294
H -7.024 2.844 5.524
H 2.172 -12.071 -0.904
H 3.569 5.919 -0.272
H -1.700 3.647 6.220
H 4.614 2.064 -2.252
H -0.925 0.023 -3.933
H 8.389 -0.752 -4.618
H 5.033 -0.370 -2.398
H -2.510 3.637 7.747
H -2.001 -7.539 -1.167
H -3.427 2.777 2.092
H 8.057 -1.931 -3.397
H -0.737 -3.787 0.681
H 4.844 5.391 1.633
H -5.095 -0.904 -0.900
H 1.927 0.408 -3.830
H -2.435 1.345 2.062
H -7.358 -0.066 -0.050
H -7.306 0.677 1.575
H -3.581 -1.694 1.045
H 10.773 1.885 -2.661
H 7.543 4.278 -2.132
H -5.364 -0.505 1.485
H -1.793 -11.472 -0.436
H -7.892 4.338 5.506
H -1.026 -8.784 -0.455
H -2.281 3.105 -0.371
H -8.321 4.304 1.988
H 0.621 -8.218 1.075
H 6.094 -1.710 -2.103
H 6.551 5.169 1.467
H -6.249 2.622 0.422
H -6.883 2.033 -0.942
H 9.195 1.296 -3.058
H 1.349 -3.324 -3.614
H 1.035 0.182 -2.363
H -3.894 2.544 -0.068
H 0.867 -6.555 1.496
H -8.652 5.196 3.435
H 1.303 -2.507 -5.137
H -4.914 0.792 -1.248
```

Computed properties:
- E_HOMO (eV) = -3.44
- LUMO (eV) = 1.366
- net charge = -1

Atom charges from the Löwdin analysis, given in e for atoms 1 to 8: 0.9172, 0.1187, 0.0699, 0.1058, -0.0339, -0.0019, 0.0364, 0.0175